# 1
Here is a structure of composition C29H23Cl5N2O5SiTc in a non-equilibrium geometry from the Open Molecules 2025 dataset. Energies are from wB97M-V/def2-TZVPD.

The geometry in XYZ format:
```
66
Properties=species:S:1:pos:R:3
Tc 0.187 -0.182 -0.172
C 0.898 3.714 -2.445
Si -0.086 2.125 -2.518
C 1.060 0.809 -3.221
C -1.588 2.295 -3.631
N -0.541 1.559 -0.940
C -1.283 2.289 -0.042
C -1.892 3.526 -0.281
C -2.605 4.173 0.716
C -2.745 3.611 1.976
C -2.178 2.366 2.242
C -1.482 1.749 1.234
O -0.929 0.447 1.382
C -0.814 -0.045 2.706
C -1.873 -0.762 3.213
C -1.766 -1.255 4.506
C -0.614 -1.026 5.243
C 0.437 -0.300 4.698
C 0.343 0.209 3.411
H 1.131 4.066 -3.453
H 1.846 3.536 -1.929
H 0.382 4.518 -1.919
H 1.628 1.247 -4.047
H 0.547 -0.075 -3.606
H 1.805 0.494 -2.484
H -1.347 2.019 -4.661
H -1.981 3.313 -3.651
H -2.388 1.636 -3.284
H -1.808 3.979 -1.261
H -3.060 5.132 0.502
H -3.297 4.124 2.751
H -2.283 1.898 3.209
H -2.740 -0.956 2.596
H -2.571 -1.844 4.921
H -0.524 -1.433 6.241
H 1.341 -0.138 5.270
H 1.148 0.766 2.950
Cl -3.443 -0.275 -0.420
C -2.526 -1.205 -1.563
C -1.174 -1.322 -1.453
C -0.506 -2.252 -2.356
Cl 2.818 -1.829 -1.325
C -1.226 -2.836 -3.459
Cl -0.361 -3.817 -4.550
C -2.577 -2.614 -3.588
Cl -3.440 -3.311 -4.892
C -3.249 -1.821 -2.621
Cl -4.926 -1.581 -2.773
O 0.693 -2.563 -2.172
C 1.008 -1.747 0.758
C 4.416 -1.319 -0.746
C 4.798 -1.769 0.445
C 4.197 -2.709 1.384
C 2.942 -3.059 1.751
C 1.598 -2.584 1.469
C 0.274 -3.520 2.486
O 0.906 -4.136 3.297
O -0.811 -3.451 1.989
H 3.013 -3.034 -1.861
H 4.849 -0.526 -1.331
H 5.780 -1.414 0.746
H 4.967 -3.210 1.961
H 2.909 -3.828 2.520
O 3.898 1.943 -0.304
C 2.905 1.383 0.026
N 1.908 0.821 0.356
```

Output
Expectation value of S²: 3.805
ΔE to the lowest compared entry with this formula, charge and spin: 878.7 kJ/mol
Total energy: -4275.6213 Ha
E_HOMO (spin up / spin down): -7.336 / -7.615 eV
2S+1: 4

***

# 2
Here is a structure of composition C18H19BF11HfN3O6S2 in a non-equilibrium geometry from the Open Molecules 2025 dataset. Energies are from wB97M-V/def2-TZVPD.

The geometry in XYZ format:
```
61
Properties=species:S:1:pos:R:3
C -24.883 -19.717 8.935
N -23.759 -20.432 8.329
C -23.618 -21.754 8.419
C -22.646 -22.425 7.690
C -21.632 -21.646 7.104
C -21.770 -20.272 7.065
C -22.878 -19.682 7.640
C -20.449 -22.333 6.521
C -20.075 -22.090 5.195
C -19.026 -22.723 4.568
N -18.285 -23.567 5.327
C -18.606 -23.877 6.575
C -19.660 -23.233 7.226
C -17.104 -24.175 4.666
H -24.437 -18.945 9.562
H -25.408 -20.332 9.665
H -25.599 -19.328 8.217
H -24.422 -22.310 8.883
H -22.524 -23.498 7.671
H -21.160 -19.799 6.305
H -23.088 -18.650 7.398
H -20.637 -21.382 4.596
H -18.810 -22.490 3.535
H -18.011 -24.631 7.069
H -20.016 -23.639 8.163
H -16.617 -23.462 4.008
H -17.489 -25.060 4.165
H -16.341 -24.369 5.418
Hf -16.516 -19.833 1.560
C -11.745 -19.343 2.074
F -12.208 -18.924 0.876
F -10.692 -20.089 1.978
F -11.503 -18.223 2.730
S -13.132 -20.389 2.890
O -12.944 -20.143 4.307
O -14.436 -19.919 2.320
O -12.852 -21.762 2.510
C -14.804 -24.312 0.258
F -15.157 -25.590 0.156
F -14.064 -24.199 1.363
F -14.119 -23.937 -0.794
S -16.332 -23.247 0.542
O -16.994 -23.929 1.633
O -15.769 -21.930 0.991
O -17.031 -23.148 -0.719
B -15.709 -17.214 2.816
F -15.519 -17.788 1.507
F -14.454 -16.749 3.179
F -16.614 -16.197 2.762
F -16.029 -18.301 3.632
F -16.622 -20.878 3.482
N -16.425 -21.284 6.468
C -17.317 -20.837 7.396
C -17.237 -21.654 8.495
C -16.150 -22.557 8.320
C -15.702 -22.321 7.033
H -16.316 -20.932 5.534
H -17.943 -20.001 7.121
H -17.855 -21.540 9.373
H -15.719 -23.247 9.022
H -14.898 -22.688 6.412
```

Output
ΔE to the lowest compared entry with this formula, charge and spin: 0.0 kJ/mol
Total charge: +2
Total energy: -3280.3798 Ha
E_HOMO: -13.246 eV
2S+1: 1